Formula: C24H30AlBrF18KLiNO13S2
Source: the OMol25 dataset
Level of theory: ωB97M-V/def2-TZVPD

Computed properties:
LUMO ... -7.14 eV
Gap between HOMO and LUMO ... 1.4 eV
HOMO level ... -0.313 Ha
2S+1 ... 1
E_tot ... -7982.5651 a.u.
Charge ... +1

```
92
Properties=species:S:1:pos:R:3:forces:R:3
C 4.882 1.295 2.211 -0.821 -0.293 -1.363
C 5.817 0.727 1.195 1.358 -0.362 2.490
O 6.865 0.241 1.461 -0.822 0.038 -1.171
O 5.412 0.832 -0.210 -0.834 -0.984 0.079
C 5.541 -0.446 -0.952 0.334 0.127 -0.779
C 4.451 -0.488 -2.074 0.804 -0.785 0.702
C 3.238 -1.430 -1.871 -0.104 1.574 -0.491
O 3.771 -2.658 -1.403 -1.012 -0.068 -0.049
S 2.855 -3.870 -1.988 -0.352 -2.651 -0.016
O 3.163 -5.037 -1.261 0.432 -0.083 1.537
O 2.993 -4.060 -3.390 -0.063 1.896 -0.824
C 1.181 -3.404 -1.548 -0.433 0.771 -0.200
C 0.833 -1.897 -1.583 1.190 -0.425 -0.146
C 1.966 -0.933 -1.072 -0.737 -0.780 -0.582
C 2.149 -0.934 0.469 -1.520 -0.088 0.965
C 1.239 -1.872 1.274 0.720 0.361 0.330
F 3.444 -1.221 0.867 0.515 0.150 -0.533
C 1.459 0.467 -1.598 0.926 -1.265 0.262
F 2.262 1.405 -0.992 0.030 0.469 0.268
F 1.731 0.621 -2.936 -1.172 -0.931 1.120
C -0.017 0.876 -1.190 -0.060 1.711 -0.919
F -0.301 0.395 0.012 0.095 -1.157 0.573
F 0.004 2.192 -1.007 0.330 0.887 -0.247
C -1.286 0.658 -2.100 -1.065 0.567 0.386
F -1.072 0.191 -3.370 0.756 -0.232 -0.175
F -2.068 -0.238 -1.504 0.004 -0.941 0.223
C -2.263 1.909 -2.249 -0.236 -1.486 -0.128
F -3.331 1.384 -2.986 0.318 -0.800 -0.305
F -2.753 2.262 -1.103 -0.094 0.149 0.972
F -1.829 2.855 -2.933 1.057 2.055 -0.913
H 4.519 2.264 1.870 -0.017 0.095 0.095
H 3.993 0.680 2.373 0.186 -0.236 0.008
H 5.405 1.402 3.278 -0.390 -1.258 -1.535
H 6.533 -0.423 -1.395 -0.003 0.031 -0.111
H 5.528 -1.305 -0.290 -0.366 0.154 0.228
H 4.980 -0.872 -2.950 -0.085 0.030 -0.095
H 4.191 0.563 -2.339 -0.195 -1.692 0.015
H 2.850 -1.635 -2.876 0.139 0.322 -0.100
H 0.545 -3.892 -2.286 0.250 -0.173 -0.171
H 0.940 -3.891 -0.610 0.357 0.122 0.240
H -0.110 -1.750 -1.067 -0.030 0.040 -0.033
H 0.747 -1.639 -2.642 -0.431 0.017 0.015
H 1.913 0.047 0.886 0.282 0.229 -0.321
H 0.185 -1.703 1.085 -0.029 -0.224 -0.161
H 1.406 -1.590 2.315 -0.071 -0.096 0.084
H 1.555 -2.908 1.194 -0.197 -0.088 -0.204
Al 4.482 2.062 -1.316 0.995 2.373 1.845
F 0.476 2.858 -3.837 1.040 -1.395 0.478
C -6.090 2.055 -3.607 -0.343 0.102 0.208
C -6.886 0.888 -4.156 0.353 0.317 -0.376
O -7.681 0.271 -3.134 -0.140 -0.244 0.165
C -8.829 0.884 -2.829 0.379 0.222 -0.532
O -9.239 1.886 -3.330 -0.138 -0.145 0.237
C -9.571 0.071 -1.761 -0.442 -0.300 0.828
F -8.757 -0.299 -0.760 0.133 0.073 -0.238
F -10.080 -1.052 -2.298 0.095 0.150 -0.148
F -10.571 0.756 -1.223 0.111 0.117 -0.300
H -5.496 1.737 -2.757 -0.029 -0.050 0.028
H -5.430 2.466 -4.372 -0.038 0.006 -0.024
H -6.747 2.850 -3.259 -0.035 0.034 -0.148
H -6.211 0.113 -4.519 -0.155 -0.196 0.157
H -7.513 1.186 -4.996 -0.146 0.043 0.131
C -0.601 -3.285 6.278 -0.278 -0.028 -0.017
O 0.664 -3.486 6.907 0.012 0.018 -0.041
C 1.613 -2.633 6.528 0.036 -0.073 0.111
O 1.484 -1.743 5.721 0.024 -0.104 -0.074
O 2.727 -2.935 7.189 -0.049 0.023 -0.050
C 3.838 -2.090 6.890 0.302 0.155 0.021
H -1.276 -4.038 6.672 0.153 -0.063 0.106
H -0.996 -2.299 6.515 0.074 0.043 -0.095
H -0.519 -3.414 5.199 0.042 0.111 -0.003
H 3.623 -1.059 7.162 -0.067 0.008 -0.115
H 4.099 -2.161 5.835 -0.090 0.080 -0.018
H 4.680 -2.439 7.481 -0.144 -0.163 0.086
C -9.357 -3.905 -3.453 0.094 -0.125 -0.073
C -8.361 -4.813 -4.021 0.901 -0.826 -0.516
N -7.565 -5.525 -4.471 -0.935 0.924 0.561
H -9.701 -4.284 -2.494 -0.007 0.000 0.012
H -8.915 -2.923 -3.309 -0.001 0.015 0.011
H -10.207 -3.817 -4.127 -0.012 -0.003 -0.006
F -0.340 4.480 -5.140 -0.186 -0.023 -0.160
Br 5.694 2.864 4.046 0.516 3.008 2.037
C 4.621 7.564 4.292 0.214 0.528 -0.424
F 4.740 7.063 3.046 -0.024 -0.174 0.191
F 5.707 8.309 4.524 -0.036 -0.221 0.113
F 3.566 8.381 4.292 -0.034 -0.245 0.142
S 4.435 6.225 5.539 -1.293 -0.178 0.312
O 5.664 5.436 5.395 0.687 -0.785 -0.342
O 3.244 5.520 5.136 0.198 -0.070 -0.385
O 4.334 6.907 6.796 0.447 0.184 -0.033
Li -2.344 0.361 -4.748 -0.145 0.622 -0.011
K 3.491 1.807 -3.971 -0.982 1.552 -2.672
```
Forces are in eV/Å.

=====

Formula: C75H162N8O10
Source: the OMol25 dataset
Level of theory: ωB97M-V/def2-TZVPD

Computed properties:
LUMO ... 0.55 eV
Gap between HOMO and LUMO ... 8.7 eV
Structure (SMILES) ... CC1(C)CCCC(C)(C)N1O.CC1(C)CCCC(C)(C)N1O.CC1(C)CCCC(C)(C)N1O.CC1(C)CCCC(C)(C)N1O.CC1(C)CCCC(C)(C)N1O.CC1(C)CCCC(C)(C)N1O.CC1(C)CCCC(C)(C)N1O.CC1(C)CCCC(C)(C)N1O.CC(C)O.O
HOMO level ... -0.301 Ha
2S+1 ... 1
E_tot ... -4144.9437 a.u.
Charge ... 0

```
255
Properties=species:S:1:pos:R:3:forces:R:3
C -5.414 1.346 4.268 0.366 -0.173 0.203
C -6.218 0.278 3.531 0.901 -1.124 -0.129
C -6.308 0.756 2.103 -0.199 0.750 -1.118
C -6.744 -0.248 1.047 -0.878 -0.989 1.634
C -5.701 -1.336 1.151 0.773 0.706 -0.408
C -5.587 -2.027 2.495 -0.262 -0.053 0.312
N -5.377 -0.999 3.571 -1.290 0.412 -0.490
O -5.444 -1.618 4.840 0.693 0.178 0.408
C -6.816 -2.897 2.668 -1.331 -0.629 0.362
C -4.348 -2.891 2.490 0.050 -0.339 -0.002
C -7.622 0.143 4.074 -0.648 0.620 1.000
H -4.409 1.464 3.810 -0.733 -0.073 0.196
H -5.244 1.070 5.309 -0.146 0.053 0.100
H -5.964 2.287 4.210 0.155 0.102 0.138
H -6.958 1.635 2.085 0.075 0.106 0.106
H -5.307 1.090 1.817 0.008 0.131 -0.121
H -6.727 0.147 0.055 -0.014 0.554 -0.637
H -7.791 -0.645 1.225 1.049 0.477 -0.148
H -4.737 -0.810 0.978 -0.226 -0.538 -0.208
H -5.859 -2.065 0.370 0.236 -0.477 -0.165
H -6.848 -3.785 1.998 0.215 0.820 -0.001
H -6.942 -3.364 3.651 0.372 0.287 0.118
H -7.729 -2.297 2.514 0.248 -0.446 -0.140
H -4.266 -3.458 3.410 -0.197 -0.352 0.112
H -4.339 -3.559 1.612 0.062 0.250 0.494
H -3.483 -2.249 2.500 0.500 0.292 -0.373
H -8.253 -0.551 3.515 0.086 0.184 -0.035
H -8.084 1.158 4.072 0.151 -0.731 -0.186
H -7.653 -0.148 5.134 0.139 -0.092 -0.198
H -6.345 -1.823 5.136 -0.200 0.178 -0.634
C 5.501 -2.542 -0.158 -0.333 -0.473 -0.623
C 6.130 -1.158 -0.280 0.978 0.121 0.387
C 7.678 -1.336 -0.249 -0.856 0.052 -1.240
C 8.128 -1.912 -1.582 -0.167 0.547 -0.862
C 7.771 -0.920 -2.693 0.661 0.763 1.206
C 6.290 -0.649 -2.859 0.216 -1.126 1.048
N 5.739 -0.344 -1.460 1.260 0.199 -1.081
O 4.349 -0.215 -1.505 -0.398 -0.631 -0.050
C 6.200 0.562 -3.760 -0.775 0.790 0.219
C 5.636 -1.887 -3.511 -1.192 1.342 -1.565
C 5.763 -0.366 0.959 -0.070 -0.161 0.657
H 4.414 -2.489 -0.103 -0.077 -0.137 -0.286
H 5.808 -3.092 0.717 0.269 0.316 0.784
H 5.835 -3.225 -0.939 -0.421 0.173 -0.375
H 8.152 -0.373 -0.073 0.062 0.144 -0.077
H 7.974 -1.998 0.542 -0.104 -0.313 0.631
H 7.708 -2.888 -1.791 -0.120 -0.301 0.155
H 9.189 -2.010 -1.619 0.934 -0.298 0.196
H 8.221 -1.092 -3.664 0.034 -0.564 -0.196
H 8.258 0.010 -2.346 -0.296 0.011 -0.249
H 5.154 0.826 -3.941 0.024 0.037 -0.079
H 6.680 1.433 -3.290 -0.168 -0.246 -0.003
H 6.688 0.408 -4.725 -0.050 -0.269 0.083
H 5.999 -2.054 -4.544 0.166 0.322 0.404
H 5.774 -2.812 -3.021 0.245 -0.815 0.893
H 4.541 -1.731 -3.666 0.744 -0.053 0.376
H 6.033 -1.006 1.817 -0.077 0.470 -0.068
H 4.705 -0.123 1.040 -0.096 -0.160 -0.162
H 6.313 0.573 1.001 0.103 -0.009 0.012
H 4.018 -1.137 -1.514 -0.547 0.431 -0.116
C -2.609 1.523 -0.321 -0.860 -0.022 -0.741
C -1.721 2.216 0.666 0.530 1.304 0.304
C -2.045 1.670 2.054 1.387 -1.243 0.227
C -0.945 2.015 3.067 0.258 1.634 -0.461
C 0.451 1.566 2.580 -0.768 0.436 1.688
C 0.878 2.016 1.231 -0.259 1.226 -1.268
N -0.286 1.862 0.346 -0.894 -0.455 -1.120
O 0.041 2.130 -1.035 -0.189 0.486 0.359
C 1.399 3.456 1.382 -0.414 1.303 -0.801
C 2.012 1.164 0.727 1.728 -0.581 0.718
C -2.055 3.739 0.634 1.595 -0.363 -0.486
H -2.508 0.428 -0.327 -0.278 0.213 0.394
H -2.422 1.814 -1.352 0.244 0.205 0.086
H -3.639 1.888 -0.115 0.333 -0.730 -0.047
H -3.055 1.936 2.398 0.357 -0.109 -0.338
H -1.943 0.588 1.848 -0.619 0.003 0.659
H -1.063 1.629 4.077 -0.471 -0.315 -0.112
H -0.943 3.132 3.223 0.067 -0.841 -0.205
H 0.529 0.503 2.703 0.085 -0.761 -0.075
H 1.148 2.050 3.259 0.315 -0.423 0.352
H 2.468 3.535 1.530 0.317 -0.417 0.277
H 1.248 4.115 0.508 -0.257 -0.494 0.022
H 0.928 3.973 2.215 -0.143 0.030 0.097
H 2.411 1.316 -0.259 -0.371 0.639 -0.718
H 2.897 1.412 1.359 -0.585 -0.474 -0.117
H 1.855 0.086 0.766 -0.317 -0.019 0.352
H -1.796 4.154 -0.356 -0.172 0.053 0.313
H -1.464 4.257 1.392 -0.014 0.114 -0.098
H -3.092 3.930 0.838 -0.556 -0.087 0.015
H -0.144 3.062 -1.305 -0.037 -0.555 0.614
C -4.051 -4.370 -1.205 0.533 0.834 1.166
C -2.911 -4.087 -2.219 0.148 0.015 0.640
C -3.312 -4.637 -3.547 -0.913 1.068 -1.742
C -4.412 -3.757 -4.202 -0.370 -2.370 0.160
C -3.822 -2.417 -4.425 -0.390 0.780 -0.561
C -3.445 -1.743 -3.105 0.468 1.132 -0.750
N -2.536 -2.635 -2.349 -0.503 -1.224 -0.753
O -2.264 -2.160 -1.046 -0.197 0.376 -0.428
C -2.715 -0.409 -3.540 -0.695 -0.489 0.493
C -4.700 -1.267 -2.376 0.152 -0.184 1.008
C -1.661 -4.924 -1.836 -0.643 0.602 -0.148
H -5.075 -4.137 -1.514 0.276 -0.380 -0.388
H -3.919 -3.748 -0.303 0.261 -0.109 -0.392
H -3.953 -5.390 -0.834 -0.320 -0.171 -0.243
H -2.459 -4.561 -4.219 0.231 -0.250 -0.092
H -3.608 -5.679 -3.491 -0.057 -0.181 0.235
H -5.303 -3.793 -3.555 0.247 0.535 -0.093
H -4.778 -4.243 -5.124 0.389 0.305 0.088
H -4.569 -1.755 -4.928 0.673 -0.322 0.230
H -2.929 -2.512 -5.086 -0.499 0.148 0.394
H -1.668 -0.547 -3.782 0.201 -0.295 -0.206
H -3.256 -0.035 -4.437 0.417 0.041 0.670
H -2.762 0.315 -2.717 -0.016 -0.043 -0.397
H -5.360 -0.664 -3.011 0.306 -0.021 0.125
H -5.275 -2.074 -1.940 -0.286 -0.369 -0.246
H -4.375 -0.712 -1.487 -0.153 0.272 -0.290
H -1.212 -4.598 -0.912 0.127 0.034 0.398
H -0.925 -4.915 -2.639 0.040 0.264 -0.051
H -2.020 -5.944 -1.772 0.132 -0.357 0.316
H -1.411 -1.741 -1.239 0.234 0.258 0.728
C 3.139 5.697 -2.588 -0.843 -0.413 -0.980
C 3.939 4.456 -2.965 0.427 0.068 -0.839
C 3.762 4.049 -4.412 -1.383 -0.493 -0.985
C 4.419 4.902 -5.466 0.097 -0.204 -0.321
C 5.903 4.900 -5.191 0.358 0.200 0.593
C 6.252 5.384 -3.753 -0.367 -0.221 0.266
N 5.418 4.550 -2.799 -0.070 0.539 0.015
O 5.651 5.000 -1.450 0.250 -0.072 -0.351
C 7.692 5.056 -3.438 -0.075 -0.753 0.139
C 6.085 6.906 -3.633 -0.505 -0.148 -0.322
C 3.476 3.271 -2.157 0.009 -0.324 1.099
H 2.080 5.429 -2.420 0.482 -0.063 -0.163
H 3.138 6.453 -3.384 0.113 -0.047 0.427
H 3.458 6.067 -1.651 0.581 0.727 0.872
H 4.204 3.063 -4.457 0.113 -0.451 -0.267
H 2.684 3.912 -4.679 0.554 0.140 0.500
H 3.946 5.886 -5.514 0.311 0.166 0.045
H 4.311 4.456 -6.466 -0.393 0.047 0.247
H 6.434 5.474 -5.947 0.213 0.380 0.147
H 6.277 3.874 -5.323 -0.142 0.080 0.244
H 7.990 5.531 -2.527 0.193 0.354 0.600
H 7.807 3.978 -3.280 0.094 0.086 -0.303
H 8.344 5.409 -4.220 0.282 0.031 -0.384
H 5.051 7.146 -3.732 -0.904 0.263 -0.142
H 6.375 7.363 -2.685 0.414 -0.359 -0.130
H 6.552 7.387 -4.496 0.374 0.054 0.285
H 3.590 3.484 -1.092 -0.006 -0.052 0.094
H 4.047 2.369 -2.373 0.127 0.042 -0.043
H 2.424 3.022 -2.300 -0.140 0.166 -0.225
H 6.043 4.219 -1.041 -0.008 0.106 0.023
C -3.008 3.591 -3.505 -0.950 -0.642 0.806
C -1.915 3.935 -4.493 0.553 0.673 0.559
C -2.519 4.512 -5.733 -0.398 1.087 -0.993
C -3.019 5.977 -5.596 0.318 -0.293 -0.063
C -1.876 6.831 -5.066 0.041 0.882 -1.234
C -1.238 6.408 -3.780 -1.982 -1.061 0.844
N -0.899 4.973 -3.972 -0.566 -1.517 -0.495
O -0.365 4.425 -2.763 0.314 0.384 0.112
C 0.050 7.129 -3.603 0.644 1.660 -1.355
C -2.201 6.736 -2.573 1.298 -0.594 0.076
C -1.227 2.594 -4.841 0.441 0.311 -0.515
H -3.743 4.365 -3.268 0.303 0.230 -0.239
H -2.565 3.280 -2.559 -0.026 0.051 -0.028
H -3.630 2.737 -3.860 0.615 0.417 0.051
H -1.778 4.481 -6.534 0.052 0.021 -0.096
H -3.342 3.870 -6.026 -0.175 -0.174 -0.185
H -3.898 6.014 -4.939 0.093 0.092 -0.150
H -3.283 6.405 -6.590 -0.114 -0.530 0.644
H -2.157 7.897 -5.004 -0.039 -0.376 0.119
H -1.087 6.803 -5.828 -0.034 -0.039 -0.078
H 0.635 6.801 -2.793 0.451 -0.415 1.230
H 0.676 7.018 -4.499 -0.137 -0.194 0.091
H -0.069 8.224 -3.503 -0.293 -0.444 0.144
H -2.997 6.039 -2.353 0.129 -0.384 -0.143
H -1.567 6.855 -1.700 -0.044 -0.346 0.422
H -2.668 7.687 -2.664 -0.336 0.984 -0.577
H -0.408 2.679 -5.560 0.030 0.495 0.014
H -1.927 1.900 -5.329 -0.099 0.311 0.394
H -0.797 2.112 -3.976 -0.106 -0.149 0.454
H 0.582 4.554 -2.907 -0.040 -0.282 0.124
C 1.726 -2.566 2.038 -0.638 -0.462 1.064
C 1.441 -4.072 2.099 1.363 -1.141 0.194
C 2.268 -4.782 3.229 -1.532 0.312 1.198
C 1.689 -6.180 3.552 1.528 0.139 -0.004
C 0.225 -6.053 3.767 0.003 0.145 1.260
C -0.598 -5.618 2.613 -0.628 2.086 0.975
N -0.028 -4.285 2.348 0.654 0.918 -0.020
O -0.777 -3.606 1.359 0.152 -0.582 -0.954
C -0.638 -6.613 1.513 1.142 -1.673 -0.338
C -2.036 -5.430 3.144 0.324 -0.589 0.083
C 2.050 -4.686 0.838 1.269 -0.411 -1.454
H 2.808 -2.338 2.037 -0.573 -0.179 -0.174
H 1.252 -2.109 2.929 0.279 0.087 -0.415
H 1.217 -2.244 1.141 0.203 0.647 -0.204
H 3.340 -4.783 3.075 0.137 -0.060 -0.663
H 2.159 -4.226 4.175 -0.164 0.169 -0.222
H 2.090 -6.502 4.504 0.371 0.030 0.430
H 2.059 -6.966 2.892 -0.469 0.072 -0.539
H 0.147 -5.283 4.569 -0.335 -0.440 -0.421
H -0.233 -6.940 4.144 -0.063 -0.956 0.462
H -0.916 -7.635 1.856 0.076 0.674 0.155
H -1.316 -6.383 0.735 -0.746 0.560 -0.818
H 0.353 -6.726 1.076 0.014 -0.007 -0.166
H -2.678 -5.033 2.353 -0.118 -0.468 0.242
H -2.280 -6.437 3.523 -0.656 0.194 -0.608
H -2.154 -4.822 4.043 0.497 0.430 -0.198
H 2.377 -5.732 0.955 -0.452 0.169 0.178
H 3.018 -4.180 0.528 -1.136 -0.188 0.657
H 1.450 -4.653 -0.070 -0.385 0.132 0.158
H -1.097 -2.798 1.758 -0.110 0.186 0.342
C -0.042 0.758 6.782 0.627 -1.047 -0.270
C -1.187 0.006 7.446 -1.315 -0.390 -0.226
C -2.387 0.124 6.528 -1.580 1.360 0.764
C -2.383 -0.732 5.315 1.471 0.441 -0.736
C -2.222 -2.129 5.803 -1.752 -1.121 -0.091
C -1.018 -2.431 6.684 -0.950 0.799 -0.697
N -1.138 -1.452 7.791 2.818 0.081 0.143
O 0.149 -1.645 8.563 -1.454 0.204 -0.194
C -1.313 -3.827 7.247 -0.617 0.822 -0.516
C 0.245 -2.366 5.829 0.520 0.822 0.631
C -1.570 0.699 8.758 1.003 -0.051 -0.214
H -0.227 1.809 6.937 0.287 0.411 0.335
H -0.005 0.642 5.686 -0.006 -0.255 0.463
H 0.899 0.402 7.206 0.159 0.474 -0.045
H -3.225 -0.193 7.170 -0.219 0.168 -0.393
H -2.556 1.202 6.300 0.140 -0.530 0.104
H -1.517 -0.494 4.686 0.297 0.095 0.037
H -3.192 -0.532 4.621 -0.604 -0.392 0.343
H -2.193 -2.822 4.969 -0.020 -0.228 -0.207
H -3.135 -2.386 6.395 0.462 0.093 -0.434
H -0.480 -4.346 7.656 0.728 -0.307 0.483
H -2.114 -3.676 7.967 0.130 -0.239 0.328
H -1.752 -4.410 6.443 0.162 -0.333 -0.151
H 1.076 -2.577 6.499 0.347 -0.137 -0.276
H 0.200 -3.069 5.013 -0.056 -0.539 -0.152
H 0.449 -1.384 5.348 -0.353 -0.513 0.503
H -2.414 0.211 9.244 0.032 0.052 -0.084
H -1.782 1.741 8.526 -0.172 0.106 0.247
H -0.683 0.655 9.398 -0.250 0.174 0.228
H -0.217 -1.811 9.441 0.241 -0.029 -0.052
O 0.024 -0.743 -1.132 0.149 0.824 -0.003
H 0.333 -0.272 -1.925 -0.090 -0.220 0.265
H -0.144 0.011 -0.509 0.063 -0.439 -0.166
C 1.633 -2.602 -3.679 0.004 -0.059 0.191
C 1.956 -3.420 -2.382 -0.575 1.097 -1.569
C 3.106 -4.384 -2.628 0.677 0.689 -0.097
O 2.277 -2.444 -1.390 0.543 -0.580 0.060
H 2.469 -1.905 -3.825 -0.357 0.054 0.021
H 0.669 -2.075 -3.673 0.262 0.179 0.675
H 1.525 -3.154 -4.600 0.335 -0.818 -0.225
H 1.044 -3.933 -2.073 0.145 -0.293 0.061
H 3.536 -4.714 -1.687 0.026 -0.114 0.098
H 3.922 -3.937 -3.242 -0.621 -0.041 0.559
H 2.789 -5.245 -3.194 -0.388 -0.394 -0.103
H 1.435 -2.077 -1.096 -0.062 0.416 0.121
```
Forces are in eV/Å.

=====

Look up the E_tot of the second one. -4144.9437 a.u.

=====

The lowest HOMO level belongs to which entry? C24H30AlBrF18KLiNO13S2

=====

Which of these has the lowest HOMO level? C24H30AlBrF18KLiNO13S2

=====

Which of these has the highest gap between HOMO and LUMO? C75H162N8O10